(1)
Formula: C19H20CsF3N6O10
Source: the OMol25 dataset
Level of theory: ωB97M-V/def2-TZVPD

XYZ file:
```
59
Properties=species:S:1:pos:R:3
Cs 0.37120 -0.55761 0.19718
O 1.87941 0.54990 3.05396
C 1.21686 -0.48928 3.28076
O 1.36751 -1.61482 2.74907
C 0.04704 -0.35255 4.24803
C 0.24153 -0.28461 5.58875
C -0.85762 -0.16438 6.47477
C -2.14370 -0.07957 5.98599
C -2.35199 -0.09901 4.62114
C -1.28525 -0.27674 3.65341
O -1.45835 -0.37449 2.42479
N -3.72442 0.05228 4.18437
O -4.62000 -0.31650 4.94506
O -3.94917 0.55359 3.09772
N -0.64346 -0.10739 7.88696
O 0.50663 -0.18845 8.31106
O -1.61083 0.01874 8.63719
H 1.24248 -0.31629 5.99621
H -2.98086 0.02107 6.65851
N -0.82650 2.21888 -0.03845
C -2.27078 2.03407 -0.13838
C -2.65285 1.34127 -1.43838
N -2.32860 -0.08777 -1.43670
H -0.57823 2.60416 0.86602
H -0.50668 2.86513 -0.75125
H -2.81206 2.99062 -0.07818
H -2.59265 1.44017 0.71726
H -2.10367 1.79271 -2.26872
H -3.72012 1.53729 -1.61504
H -2.33375 -0.41483 -2.40316
H -3.03925 -0.59887 -0.92504
C 4.49325 0.47905 1.08353
C 4.06597 0.90097 -0.29564
O 4.16393 2.04613 -0.71475
N 3.51165 -0.07972 -1.05767
C 2.88945 0.20925 -2.32331
C 2.18225 -1.00674 -2.87693
C 1.39463 -0.88385 -4.01817
C 0.71511 -1.99488 -4.47566
C 0.85764 -3.19762 -3.79262
C 1.66430 -3.22398 -2.67222
N 2.31310 -2.15195 -2.21131
H 3.62736 0.50626 1.76009
H 5.24906 1.17269 1.44463
H 4.88446 -0.53958 1.08964
H 3.42636 -1.02446 -0.71493
H 3.62153 0.57250 -3.05100
H 2.15867 1.01614 -2.20868
H 1.26418 0.08026 -4.49136
H 0.05807 -1.91931 -5.33137
H 0.33097 -4.08864 -4.10674
H 1.78739 -4.13565 -2.09699
F -1.72578 1.77267 -6.97929
C -1.43875 0.53902 -6.51094
F -2.26086 -0.31140 -7.15494
F -0.18453 0.24522 -6.94705
C -1.51289 0.46148 -4.94405
O -0.81240 1.32141 -4.39380
O -2.20598 -0.46201 -4.49342
```

Output
Molar mass   682.30 Da
Frontier orbital gap   6.4 eV
Spin multiplicity   1
E_LUMO   3.64 eV
Net charge   -2

---

(2)
Formula: C32H27N2O3S4V
Source: the OMol25 dataset
Level of theory: ωB97M-V/def2-TZVPD

XYZ file:
```
69
Properties=species:S:1:pos:R:3
V -1.32308 1.58261 -0.31999
C -1.91515 0.28261 -3.15952
O -0.96528 0.98015 -2.35668
C 0.36389 0.96534 -2.73575
C 0.79071 0.55918 -3.98062
C 2.15460 0.57091 -4.27996
C 3.05721 0.98979 -3.31700
C 2.62701 1.38678 -2.05981
C 1.26402 1.38243 -1.73053
N 0.73787 1.69006 -0.49575
N 1.65701 1.97413 0.41849
C 1.27560 2.18724 1.69944
C -0.02205 2.03663 2.24232
O -1.08524 1.63143 1.56793
C -0.22907 2.26991 3.62952
C 0.77659 2.62848 4.47240
C 2.10073 2.78273 3.97568
C 3.16444 3.15013 4.82799
C 4.43865 3.29862 4.34962
C 4.68988 3.08266 2.98386
C 3.67215 2.72827 2.13569
C 2.34946 2.56567 2.60262
H -1.61313 -0.76055 -3.26678
H -2.00356 0.76189 -4.13575
H -2.85977 0.35589 -2.62711
H 0.07792 0.23233 -4.72447
H 2.49146 0.25739 -5.25920
H 4.11735 1.00632 -3.54057
H 3.33114 1.69925 -1.30371
H -1.24816 2.15218 3.97777
H 0.58296 2.80385 5.52425
H 2.94770 3.31554 5.87783
H 5.24540 3.58352 5.01390
H 5.69453 3.20065 2.59578
H 3.86345 2.56676 1.08483
S -4.71321 4.56095 -0.46834
C -3.51292 3.44218 -0.52034
S -3.78863 1.71149 -0.41088
S -1.81965 3.85212 -0.71562
O -1.25834 -0.59073 -0.16701
S -1.63890 -1.17034 1.17358
C -2.28354 -2.80929 0.72216
C -3.26440 -2.61803 -0.40002
C -4.42744 -1.88010 -0.20473
C -5.28616 -1.63478 -1.26450
C -5.00018 -2.14638 -2.52227
C -3.84411 -2.88711 -2.72118
C -2.97093 -3.10871 -1.66645
C -0.05648 -1.62000 1.95511
C 0.86867 -2.34108 1.02764
C 1.00648 -3.72509 1.07500
C 1.81771 -4.38004 0.15841
C 2.48912 -3.65440 -0.81471
C 2.36455 -2.27220 -0.86051
C 1.56364 -1.61629 0.06126
H -2.76260 -3.19780 1.62413
H -1.46644 -3.46682 0.42817
H -4.64337 -1.45130 0.76716
H -6.16243 -1.01994 -1.11013
H -5.67011 -1.95158 -3.34992
H -3.61005 -3.27568 -3.70465
H -2.04802 -3.65379 -1.82697
H -0.30759 -2.19458 2.85011
H 0.34222 -0.65272 2.27051
H 0.48218 -4.29336 1.83598
H 1.92424 -5.45670 0.20552
H 3.11686 -4.16633 -1.53340
H 2.88441 -1.69317 -1.61377
H 1.46822 -0.53923 0.03396
```

Output
Molar mass   666.79 Da
Frontier orbital gap (alpha / beta)   5.2 / 6.5 eV
Spin multiplicity   4
E_LUMO (alpha / beta)   2.06 / 2.06 eV
Net charge   -1

---

(3)
Formula: C40H34Cl6F3IN3O7S2Si2W
Source: the OMol25 dataset
Level of theory: ωB97M-V/def2-TZVPD

XYZ file:
```
99
Properties=species:S:1:pos:R:3
W -1.37311 1.32891 0.50389
C -5.12468 4.18342 -3.04458
Si -5.66745 2.39609 -3.00100
C -4.84587 1.41907 -4.37005
C -7.52933 2.28403 -3.20985
C -5.23728 1.68276 -1.31607
C -6.19911 1.30568 -0.38808
C -5.84900 0.87007 0.88803
C -4.51743 0.83877 1.24170
N -3.57577 1.20021 0.36326
C -3.91218 1.58936 -0.87527
S -2.44456 1.94754 -1.71047
H -5.32607 4.64026 -4.01666
H -4.05455 4.26023 -2.84293
H -5.64442 4.76161 -2.27759
H -5.24028 1.73988 -5.33828
H -5.03484 0.34873 -4.26519
H -3.76604 1.57015 -4.37251
H -7.80880 2.60544 -4.21600
H -8.05840 2.92309 -2.49965
H -7.88845 1.26030 -3.08009
H -7.24938 1.35431 -0.65447
H -6.59886 0.57306 1.60726
H -4.17954 0.52162 2.21954
Cl 9.17213 -0.37558 -4.11639
C 7.51009 -0.51047 -3.61925
C 7.05888 0.21972 -2.53460
C 5.73776 0.07956 -2.14404
C 4.85814 -0.77064 -2.80759
C 3.43890 -0.90689 -2.29637
C 2.37309 -0.36685 -3.27139
N 1.54226 0.60337 -2.58629
C 1.86294 1.92752 -2.38027
C 0.99724 2.38595 -1.44380
N 0.15322 1.36016 -1.08859
C 0.50725 0.30586 -1.79406
O 3.10751 -2.24950 -1.98553
C 3.36083 -2.59228 -0.61950
C 4.80788 -2.44538 -0.24700
C 5.82450 -3.20298 -0.74586
Cl 5.67420 -4.50450 -1.85689
S 7.36521 -2.72978 -0.16783
C 6.66329 -1.47061 0.76158
C 5.31082 -1.43914 0.63114
C 5.34721 -1.46266 -3.91061
Cl 4.30496 -2.50093 -4.83889
C 6.66575 -1.35117 -4.32155
H 7.73277 0.87138 -1.99679
H 5.37644 0.62330 -1.27934
H 3.36361 -0.29771 -1.38907
H 1.75201 -1.19363 -3.60865
H 2.80879 0.11227 -4.14749
H 2.67840 2.40184 -2.89716
H 0.91724 3.36396 -1.00590
H 0.07770 -0.67643 -1.70444
H 3.03990 -3.62992 -0.52421
H 2.74088 -1.97613 0.03745
H 7.28708 -0.82447 1.35762
H 4.66856 -0.71273 1.11072
H 7.02328 -1.91180 -5.17273
Cl -3.67123 4.43754 0.87377
Si -1.64888 3.85211 0.85035
Cl -0.93646 4.70322 2.63240
Cl -0.85566 5.20164 -0.56464
I 2.25853 1.47511 8.10193
C 0.83582 1.15894 6.60191
C 0.90697 1.89176 5.43010
C -0.03526 1.67002 4.43572
C -1.04360 0.73797 4.62102
C -1.10430 0.01464 5.80766
C -0.16197 0.21443 6.80180
C -2.09203 0.47991 3.57513
O -3.07796 -0.18663 3.85080
O -1.91066 1.03890 2.41757
H 1.69190 2.62075 5.28153
H 0.02212 2.21612 3.50885
H -1.89797 -0.70946 5.93215
H -0.20059 -0.35696 7.71911
O 0.35617 -1.83744 0.02024
C -0.80743 -1.77248 0.40643
O -1.59334 -0.76866 0.19587
C -1.44368 -2.95695 1.08065
C -0.78474 -4.18190 1.06748
C -1.33722 -5.27530 1.71424
C -2.54152 -5.14158 2.39531
C -3.19100 -3.91591 2.42440
C -2.64713 -2.82525 1.76120
H 0.16424 -4.25195 0.55252
H -0.82676 -6.23031 1.69768
H -2.96729 -5.99275 2.91294
H -4.11642 -3.80060 2.97427
H -3.13350 -1.86122 1.79291
F 0.60374 -1.15938 2.91087
C 1.75095 -0.62671 2.48437
F 2.31913 0.01553 3.53416
F 2.57144 -1.63347 2.15693
C 1.56973 0.38872 1.31828
O 2.49991 0.53257 0.55214
O 0.49064 1.07777 1.42854
```

Output
Molar mass   1369.49 Da
Frontier orbital gap (alpha / beta)   7.2 / 7.8 eV
Spin multiplicity   3
E_LUMO (alpha / beta)   1.97 / 1.85 eV
Net charge   -1

---

(4)
Formula: C6H16N2O3
Source: the OMol25 dataset
Level of theory: ωB97M-V/def2-TZVPD

XYZ file:
```
27
Properties=species:S:1:pos:R:3
C 2.91256 -0.60131 -0.44796
C 1.43282 -0.84257 -0.09033
C 0.47974 -1.34235 -1.21276
C -0.91628 -1.12517 -0.70272
C -1.64432 -1.73812 0.30320
N -2.77216 -0.98006 0.49683
C -2.73419 0.07293 -0.28168
N -1.60163 -0.01661 -1.05816
H 3.41772 -0.51501 0.49710
H 3.14339 0.15157 -1.19375
H 3.34528 -1.54371 -0.80923
H 0.90533 0.10229 0.13165
H 1.34337 -1.29193 0.88610
H 0.63501 -0.63768 -2.02849
H 0.71019 -2.35017 -1.52988
H -1.39418 -2.57119 0.92010
H -3.40825 0.90805 -0.17464
H -1.29428 0.65259 -1.76392
H 0.91028 3.00341 1.80243
H 1.18325 2.00638 0.75352
O 0.44821 2.48377 1.12981
H -1.38123 0.45345 2.78145
H -2.41979 -0.59085 2.73801
O -1.90420 -0.09368 3.37347
H -0.18113 2.53743 -0.87984
H 0.85501 1.85968 -1.95602
O -0.07052 2.00888 -1.68429
```

Output
Molar mass   164.21 Da
Frontier orbital gap   8.5 eV
Spin multiplicity   1
SMILES string   CCCc1cnc[nH]1.O.O.O
E_LUMO   0.10 eV
Net charge   0

---

(5)
Formula: C6H11NS
Source: the OMol25 dataset
Level of theory: ωB97M-V/def2-TZVPD

XYZ file:
```
19
Properties=species:S:1:pos:R:3
C -0.62370 -2.15607 0.02280
C -1.13019 -0.69524 -0.31076
C 1.71382 0.00917 -0.58540
C -2.59498 -0.67643 0.23012
C 1.53886 2.37866 -0.00335
C 1.82334 0.95285 0.34364
N 0.59837 -2.51438 0.10327
S 1.98772 -1.73586 -0.16626
H -1.28013 -2.93987 0.37460
H -1.11639 -0.32711 -1.34832
H 1.71083 0.17955 -1.62085
H -2.54461 -0.72967 1.37618
H -3.19447 -1.48025 -0.20109
H -2.93115 0.38329 0.06076
H 1.44649 2.72573 -1.00558
H 2.38311 3.00767 0.27075
H 0.88025 2.72233 0.84216
H -0.72336 0.07501 0.22631
H 2.05620 0.82060 1.39105
```

Output
Molar mass   129.23 Da
Frontier orbital gap   9.2 eV
Spin multiplicity   1
SMILES string   C/C=C/S/N=C\CC
E_LUMO   0.89 eV
Net charge   0

---

(6)
Formula: C3H7NO3
Source: the OMol25 dataset
Level of theory: ωB97M-V/def2-TZVPD

XYZ file:
```
14
Properties=species:S:1:pos:R:3
C 0.70654 -1.28684 -0.93997
C 0.57318 -0.20115 0.12552
O 1.81475 0.42685 0.26091
O 0.03264 -0.59006 1.29518
H 1.92990 0.61994 1.20150
H -0.26590 -1.72992 -1.14557
H 1.13144 -0.87586 -1.85637
H 1.37160 -2.05295 -0.54199
C -0.60510 0.84343 -0.34155
O -2.21665 0.65941 1.30370
N -1.62345 0.08436 0.28949
H -1.65934 1.38612 1.65918
H -0.42287 1.82466 0.10673
H -0.76673 0.89199 -1.41677
```

Output
Molar mass   105.09 Da
Frontier orbital gap (alpha / beta)   7.9 / 8.0 eV
Spin multiplicity   1
E_LUMO (alpha / beta)   -1.26 / -1.19 eV
Net charge   0

---

(7)
Formula: C4H10NO3
Source: the OMol25 dataset
Level of theory: ωB97M-V/def2-TZVPD

XYZ file:
```
18
Properties=species:S:1:pos:R:3
C -1.39380 -0.02127 -1.17021
O -2.40504 0.90423 -0.70668
C -0.05171 0.14831 -0.42453
C 0.12465 -1.06268 0.52116
C 1.57259 -1.42948 0.73071
O 2.28117 -0.39770 1.22277
O 2.04762 -2.52096 0.56176
N -0.03290 1.41604 0.37031
H -1.89802 -0.96400 -0.99324
H -1.26541 0.21624 -2.23290
H -2.30772 1.73006 -1.21088
H 0.74497 0.12842 -1.16165
H -0.27413 -1.95071 0.04178
H -0.31532 -0.95980 1.50760
H 3.23203 -0.51556 1.11586
H 0.82922 1.99148 0.24142
H -0.03668 1.27007 1.40408
H -0.85152 2.01730 0.18263
```

Output
Molar mass   120.13 Da
Frontier orbital gap (alpha / beta)   4.3 / 11.4 eV
Spin multiplicity   2
E_LUMO (alpha / beta)   0.56 / 0.39 eV
Net charge   0

---

(8)
Formula: C5H5NS
Source: the OMol25 dataset
Level of theory: ωB97M-V/def2-TZVPD

XYZ file:
```
12
Properties=species:S:1:pos:R:3
C -0.32718 1.98703 -0.01541
C -0.08313 0.78833 -0.53491
C -0.11587 -0.47292 0.29059
C 1.17458 -1.29096 0.26870
C -1.21635 -1.35703 -0.13244
H -0.55492 2.13723 1.04852
H -0.31605 2.91515 -0.64039
H 0.16619 0.64473 -1.58763
H -0.31523 -0.20669 1.36525
H 1.07308 -2.29487 0.72183
N -2.07582 -2.05677 -0.47427
S 2.59068 -0.79322 -0.30984
```

Output
Molar mass   111.17 Da
Frontier orbital gap   8.6 eV
Spin multiplicity   1
SMILES string   C=C[C@@H](C#N)C=S
E_LUMO   -0.74 eV
Net charge   0